1.
26
Properties=species:S:1:pos:R:3:forces:R:3 method="wB97M-V/def2-TZVPD" spin_multiplicity=1 e_homo_ha=-0.30661 total_charge=0 homo_lumo_gap_ev=9.3 smiles=CCC(C)(C)N[C@@H](C)O de_lowest_kj_mol=211.9
C 2.042767 1.328794 -0.371223 -0.328 -0.160 0.019
C 1.014659 1.031148 0.712501 -2.372 2.067 -0.681
C -0.691995 0.656198 -0.005757 2.944 -0.152 1.813
C -1.187968 1.798806 -0.866979 0.441 0.134 0.251
C -1.565356 0.458748 1.220266 -0.029 0.081 -0.095
N -0.527758 -0.523025 -0.769333 -0.760 -0.676 -1.290
C 0.368707 -1.544202 -0.256069 1.075 1.918 1.565
C -0.332661 -2.660115 0.500545 0.207 0.105 -0.167
O 1.147420 -2.048581 -1.312148 0.090 -0.142 -0.079
H 2.949487 1.764182 0.049669 0.067 -0.076 0.026
H 1.657821 2.044128 -1.100213 -0.054 0.015 0.041
H 2.308773 0.428588 -0.922980 0.134 -0.104 -0.042
H 1.445003 0.487791 1.556982 -0.403 -0.568 -0.248
H 0.729404 1.962601 1.208049 0.096 0.333 -0.097
H -0.590639 1.909947 -1.772000 0.033 0.002 -0.031
H -2.225405 1.640909 -1.162481 -0.034 -0.122 0.045
H -1.133550 2.732987 -0.306534 -0.025 0.023 -0.036
H -1.696431 1.409232 1.734660 0.007 0.032 0.108
H -1.124205 -0.250821 1.915236 0.029 0.002 0.078
H -2.550267 0.085229 0.932009 -0.029 0.003 -0.056
H -0.218449 -0.291390 -1.707929 0.011 -0.063 0.131
H 1.066384 -0.845697 0.447119 -1.143 -2.767 -1.447
H -0.941926 -2.278976 1.311948 -0.038 0.072 0.088
H 0.405477 -3.349200 0.904703 0.049 -0.057 0.060
H -0.996155 -3.208051 -0.172659 -0.010 0.012 -0.078
H 0.646862 -2.739231 -1.767383 0.042 0.086 0.122

---

2.
56
Properties=species:S:1:pos:R:3:forces:R:3 method="wB97M-V/def2-TZVPD" spin_multiplicity=1 e_homo_ha=-0.34065 total_charge=0 homo_lumo_gap_ev=8.6 smiles="C[C@@H]1NC(=O)c2cc([N+](=O)[O-])cc(I)c2OCC[C@@H](C(N)=O)NC(=O)[C@H](CCC(=O)O)NC1=O"
C -3.158254 -2.989078 0.996611 -0.006 -0.043 -0.073
C -2.670594 -2.359285 -0.306557 -0.306 -0.007 0.179
N -1.256801 -1.990129 -0.255689 -0.140 -0.267 -0.396
C -0.637045 -1.296314 0.712648 0.323 0.014 -0.068
O -1.203513 -0.802681 1.678309 -0.068 -0.015 0.280
C 0.855954 -1.263472 0.517329 0.055 0.053 0.165
C 1.420711 -2.507808 0.252069 0.412 -0.173 -0.020
C 2.774296 -2.663601 0.012112 -0.476 1.186 0.190
N 3.311232 -3.970117 -0.250136 0.094 -0.347 -0.076
O 4.503073 -4.055445 -0.452824 0.309 -0.104 -0.057
O 2.535717 -4.902703 -0.257015 -0.121 -0.324 -0.016
C 3.613248 -1.552450 -0.007952 -0.081 -0.445 -0.029
C 3.062376 -0.330919 0.262285 -0.005 0.586 0.071
I 4.266037 1.391739 0.197256 0.201 -0.300 -0.005
C 1.696213 -0.134346 0.573737 0.456 -0.333 -0.025
O 1.436654 1.148109 0.812085 -0.171 -0.157 -0.119
C 0.256094 1.751722 1.331096 -0.542 0.558 0.299
C -0.098503 2.944248 0.449128 0.138 -0.392 0.043
C -0.666229 2.507875 -0.914899 -0.191 0.243 0.228
C 0.310640 1.574549 -1.637649 -0.234 0.447 -0.054
N 1.417420 2.165817 -2.108025 0.251 0.102 -0.315
O 0.080538 0.386106 -1.765199 -0.102 -0.265 -0.148
N -1.896254 1.773911 -0.751132 0.441 -0.276 -0.389
C -2.998024 2.223254 -0.123202 -0.084 -0.485 -0.182
O -3.119017 3.346839 0.314762 -0.083 0.497 0.138
C -4.098954 1.149286 -0.024409 -0.132 0.219 0.125
C -5.093811 1.470538 1.095777 -0.030 0.103 -0.177
C -6.510209 0.968805 0.784999 0.156 -0.114 -0.034
C -6.457195 -0.441395 0.238458 -0.226 -0.018 0.268
O -6.109495 -1.417945 0.849416 0.019 -0.135 0.186
O -6.821340 -0.469805 -1.040361 -0.355 0.184 -0.632
N -3.483182 -0.142590 0.176876 -0.110 0.276 0.184
C -3.533489 -1.149849 -0.706059 0.411 -0.475 0.113
O -4.162643 -1.124829 -1.744541 -0.152 -0.028 -0.440
H -2.888775 -2.378808 1.852785 -0.046 -0.015 0.046
H -4.240974 -3.078185 0.969446 -0.076 -0.053 -0.012
H -2.718991 -3.975827 1.122499 0.058 -0.074 0.011
H -2.769924 -3.085066 -1.119392 -0.012 0.221 0.098
H -0.718454 -2.192690 -1.083942 0.005 0.121 0.070
H 0.798861 -3.391175 0.244078 -0.014 0.029 0.000
H 4.662736 -1.673349 -0.229166 0.008 0.030 0.003
H -0.572167 1.054202 1.411682 0.197 0.087 -0.006
H 0.512589 2.107242 2.335765 -0.069 -0.100 -0.125
H -0.859942 3.542194 0.950133 0.077 0.019 -0.017
H 0.792404 3.556286 0.303174 0.014 0.091 0.017
H -0.841863 3.404710 -1.523816 0.091 -0.109 0.030
H 1.609653 3.140292 -1.958749 -0.039 -0.031 0.039
H 2.120272 1.607410 -2.565011 -0.037 -0.022 0.088
H -1.862291 0.826372 -1.109966 -0.059 0.125 0.150
H -4.612712 1.117237 -0.994382 0.109 0.017 0.100
H -4.734581 1.009013 2.017354 0.009 0.052 0.032
H -5.113558 2.552102 1.238685 -0.013 -0.099 0.055
H -7.105697 0.977987 1.698056 -0.049 -0.046 -0.063
H -6.981813 1.603413 0.035438 -0.006 0.038 0.086
H -6.644386 -1.333856 -1.446586 0.157 0.028 0.313
H -2.947091 -0.274928 1.029128 0.043 -0.074 -0.128

---

3.
22
Properties=species:S:1:pos:R:3:forces:R:3 method="wB97M-V/def2-TZVPD" spin_multiplicity=1 e_homo_ha=-0.33859 total_charge=0 homo_lumo_gap_ev=10.0 smiles="C/C=C/CCCO.O" de_lowest_kj_mol=189.9
C -2.867752 1.042985 1.293576 -0.080 -0.168 0.644
C -1.384981 1.265966 1.417008 -0.784 0.048 -0.583
C -0.501388 0.960588 0.464069 -0.338 -0.031 1.871
C 0.934854 1.387594 0.618739 0.372 -0.466 -1.362
C 1.847279 0.764377 -0.467720 0.233 0.352 0.785
C 1.994650 1.529903 -1.768854 -0.467 0.776 0.172
O 3.149464 1.214070 -2.492043 0.319 -0.559 -1.188
H -3.178337 0.385504 0.493130 0.187 0.210 -0.667
H -3.339428 0.573932 2.157339 0.276 0.130 0.449
H -3.316142 2.039060 1.219943 -0.243 -0.226 -0.297
H -1.132035 1.855211 2.296272 0.355 0.140 -0.205
H -0.822536 0.171727 -0.210624 0.256 0.456 -0.683
H 1.068522 2.469564 0.534909 -0.299 0.042 0.265
H 1.295962 1.066737 1.595455 0.032 0.092 0.038
H 2.851192 0.771480 -0.014752 -0.115 -0.575 -0.232
H 1.464367 -0.235953 -0.676189 0.579 -0.211 0.089
H 1.172423 1.303919 -2.455895 0.023 0.102 0.124
H 1.976387 2.622361 -1.589298 -0.108 -0.280 0.149
H 3.968857 1.137305 -2.003687 -0.197 0.167 0.631
O -2.727942 -6.610121 0.934791 0.321 0.149 0.211
H -2.146506 -5.920163 1.273453 0.123 -0.193 0.103
H -3.369020 -6.103807 0.441694 -0.444 0.044 -0.314

---

4.
46
Properties=species:S:1:pos:R:3:forces:R:3 method="wB97M-V/def2-TZVPD" spin_multiplicity=4 e_homo_ha="-0.58837 / -0.58870" total_charge=+2 homo_lumo_gap_ev="7.9 / 7.5" de_lowest_kj_mol=0.0
Tc 0.425373 0.779204 -0.232273 -2.464 -0.816 -0.283
O -1.235368 -3.020218 -2.025922 0.432 0.143 -0.366
As -0.394479 -2.169968 -0.779268 -0.917 -1.456 -0.041
O -0.421692 -0.504728 -1.362665 0.893 1.235 0.436
O -1.296962 -2.171528 0.565314 0.241 0.154 0.535
C 1.359708 -3.018588 -0.938595 -0.431 0.496 -0.060
C 1.396291 -4.304395 -1.449278 -0.152 0.176 -0.031
C 2.614960 -4.976016 -1.513356 0.176 -0.003 0.003
C 3.787415 -4.376265 -1.078128 -0.112 -0.091 -0.063
C 3.764592 -3.077551 -0.587164 -0.005 0.203 0.113
C 2.551091 -2.416230 -0.527382 -0.155 0.305 0.062
S 2.511488 -0.773933 0.073099 1.741 -1.072 0.308
O 1.234860 -0.692308 0.901059 -0.121 0.362 0.115
O 3.686135 -0.421576 0.772379 0.008 -0.132 -0.120
O 2.146466 0.162850 -1.060476 0.444 0.356 -0.249
H -2.171373 -3.159136 -1.830464 -0.040 0.072 0.160
H 0.488723 -4.764517 -1.813769 0.029 -0.078 0.051
H 2.640639 -5.979565 -1.915564 0.002 -0.012 0.019
H 4.725499 -4.911330 -1.122456 -0.005 -0.017 -0.017
H 4.660465 -2.580192 -0.239062 0.034 -0.051 -0.041
N 1.123489 6.932002 -1.620374 -0.008 -0.085 -0.004
C 0.595442 5.923990 -1.770578 0.094 0.154 0.037
C -0.084991 4.675422 -1.943359 -0.145 -0.012 -0.037
C -1.205410 4.571385 -2.771276 0.087 -0.189 0.129
C -1.826691 3.337312 -2.888722 0.051 0.170 -0.043
C -1.328264 2.257791 -2.191608 -0.138 -0.200 -0.005
N -0.261695 2.364360 -1.376226 0.062 0.479 -0.439
C 0.353282 3.554747 -1.261668 0.091 -0.062 0.047
H -1.570155 5.439729 -3.303147 0.005 0.003 -0.011
H -2.692704 3.216515 -3.523214 0.010 -0.066 -0.001
H -1.773905 1.275983 -2.275600 0.015 0.003 0.038
H 1.224467 3.611175 -0.617005 -0.012 0.042 0.005
C -0.625320 -0.969506 3.440672 0.024 0.132 -0.515
As -1.558309 0.459110 2.532892 -0.902 -0.057 1.076
C -1.545049 1.928996 3.786302 0.040 -0.168 -0.241
C -3.358596 -0.016211 2.037868 0.385 0.016 -0.010
O -0.886163 1.176725 1.107006 0.746 0.074 -0.461
H -1.055522 -0.994220 4.442508 -0.029 0.055 -0.018
H 0.438002 -0.749673 3.494584 -0.002 0.066 0.036
H -0.792372 -1.903253 2.913768 -0.028 -0.024 -0.081
H -2.055509 1.615742 4.696674 -0.033 -0.060 -0.033
H -2.036665 2.808410 3.377148 -0.025 -0.058 -0.087
H -0.509424 2.164152 4.029790 0.002 -0.013 -0.026
H -3.896961 -0.335770 2.928677 0.025 0.015 0.042
H -3.309962 -0.828915 1.315841 0.077 -0.024 0.027
H -3.834843 0.860001 1.603023 0.010 0.032 0.043